This record from the OMol25 dataset describes the molecule C22H28N2O3. The level of theory is wB97M-V/def2-TZVPD.

Computed properties:
- HOMO energy: -0.30034 Eh
- Energy: -32390.653 eV
- Gap between HOMO and LUMO: 8.9449 eV

The geometry in ORCA input format:
```
! wB97M-V def2-TZVPD RIJCOSX def2/J DEFGRID3
* xyz 0 1
C -0.5234 -2.0249 -5.6694
O 0.0784 -0.9943 -4.9257
C -0.6722 0.0852 -4.5691
C -1.9172 0.3762 -5.1148
C -2.5977 1.5321 -4.7722
C -2.0423 2.4233 -3.8753
C -0.8211 2.1307 -3.2960
C -0.1335 0.9675 -3.6138
O 1.0685 0.7884 -2.9732
C 1.4423 -0.5237 -2.5930
C 0.3176 -1.3355 -1.9429
O 0.0720 -2.4657 -2.3261
N -0.3910 -0.7363 -0.9641
C -1.4691 -1.4648 -0.3236
C -1.0977 -1.8135 1.1167
C -0.7302 -0.5487 1.8885
C 0.4110 0.1731 1.1553
N 0.9307 1.3800 1.7717
C -0.0598 2.2930 2.2953
C 2.0753 1.1898 2.6521
C 1.7907 0.4239 3.9220
C 1.9739 -0.9534 3.9764
C 1.6592 -1.6649 5.1202
C 1.1532 -1.0078 6.2290
C 0.9783 0.3647 6.1911
C 1.2991 1.0751 5.0474
C -0.0543 0.4903 -0.2822
H -1.4267 -2.3950 -5.1768
H 0.2144 -2.8244 -5.7050
H -0.7602 -1.7015 -6.6888
H -2.3573 -0.2966 -5.8335
H -3.5588 1.7336 -5.2205
H -2.5586 3.3342 -3.6146
H -0.3712 2.8014 -2.5804
H 1.7992 -1.1019 -3.4510
H 2.2664 -0.3925 -1.8838
H -1.6502 -2.3687 -0.9071
H -2.3675 -0.8373 -0.3391
H -1.9381 -2.3184 1.5955
H -0.2492 -2.5006 1.1089
H -0.4269 -0.8015 2.9059
H -1.6031 0.1047 1.9446
H 1.2516 -0.5249 1.0680
H 0.4311 3.2397 2.5223
H -0.8140 2.4797 1.5337
H -0.5590 1.9334 3.2057
H 2.4504 2.1869 2.9013
H 2.8474 0.6726 2.0750
H 2.3723 -1.4738 3.1165
H 1.8099 -2.7343 5.1468
H 0.9046 -1.5624 7.1217
H 0.5950 0.8850 7.0570
H 1.1779 2.1488 5.0326
H 0.7295 1.0334 -0.8031
H -0.9497 1.1206 -0.2563
*
```

This record from the OMol25 dataset describes a structure of composition C22H28N2O3 at a distorted geometry. The level of theory is wB97M-V/def2-TZVPD.

Computed properties:
- HOMO energy: -0.29353 Eh
- Energy: -32374.374 eV
- Gap between HOMO and LUMO: 8.2089 eV

The geometry in ORCA input format:
```
! wB97M-V def2-TZVPD RIJCOSX def2/J DEFGRID3
* xyz 0 1
C -3.2872 -4.2995 -1.2145
C -2.9037 -4.1099 0.1824
C -1.4336 -4.2362 0.5304
C -0.6020 -3.3206 -0.0809
O 0.6489 -3.6570 0.3637
C 1.5595 -2.6946 0.2635
C 1.4127 -1.6858 -0.5312
C 2.5415 -0.6729 -1.0131
C 3.6969 -0.8277 -0.2811
C 3.9221 -1.9870 0.6641
C 2.7695 -2.6025 0.8961
H 2.8068 -3.5397 1.4539
H 4.8412 -2.2706 1.0779
C 4.9058 0.1823 -0.3226
O 6.0218 -0.2734 -0.6685
N 4.4872 1.3917 -0.2137
C 3.3617 1.8298 0.0602
C 2.7687 2.9880 -0.6644
C 1.6539 3.6481 -0.5293
C 0.7610 3.0608 0.6904
C 1.2968 2.0110 1.2730
C 2.4842 1.6099 1.2525
H 3.0142 0.8530 1.7750
H 0.7196 1.6671 2.3709
C -0.6236 3.6554 0.5425
N -1.3280 3.2275 -0.4185
C -2.7374 3.5896 -0.3919
C -3.6896 3.1293 0.4421
H -4.8216 3.3167 0.4821
O -3.7437 1.5783 0.1322
C -2.4867 1.1334 0.0517
C -1.5262 1.7714 -0.8898
H -0.4728 1.3870 -0.6628
H -1.8445 1.6214 -1.8291
H -2.6605 -0.0603 -0.2704
H -2.0996 1.1761 1.1805
H -3.4044 3.0286 1.3619
H -2.6988 4.8254 0.2308
H -3.1298 3.8185 -1.4061
H -1.1428 3.1538 1.7951
H -0.5512 4.4945 1.0811
H 0.9927 4.4015 -0.8337
H 3.2830 3.4003 -1.5377
H 5.2415 1.9089 -0.6221
H 2.3548 0.1706 -1.6777
H 0.7506 -1.4687 -1.2717
H -0.9400 -2.3852 0.2161
H -0.4714 -3.5547 -1.1053
H -1.4534 -4.1844 1.5384
H -1.4060 -5.2541 0.2865
H -3.6404 -4.7545 0.7095
H -3.3297 -3.0478 0.4286
H -2.8147 -5.2214 -1.7205
H -2.7649 -3.6314 -1.8005
H -4.2883 -4.2900 -1.3762
*
```

This record from the OMol25 dataset describes the molecule C22H28N2O5S at a distorted geometry. The level of theory is wB97M-V/def2-TZVPD.

Computed properties:
- HOMO energy: -0.31978 Eh
- Energy: -47323.708 eV
- Gap between HOMO and LUMO: 8.5308 eV

The geometry in ORCA input format:
```
! wB97M-V def2-TZVPD RIJCOSX def2/J DEFGRID3
* xyz 0 1
C 1.2148 4.6436 -3.2920
C 2.1660 4.5395 -2.1033
C 3.5731 4.9856 -2.4900
C 2.1865 3.0906 -1.5851
O 0.8581 2.7685 -1.1712
C 0.6877 1.5884 -0.5915
O 1.5735 0.7576 -0.4750
C -0.6762 1.3924 -0.1227
O -1.5795 2.3976 -0.3055
C -2.7396 1.9741 0.2312
C -3.9470 2.6572 0.2800
C -5.0078 2.0129 0.8811
C -4.8790 0.7274 1.4168
C -3.6838 0.0482 1.3710
C -2.5933 0.6794 0.7716
C -1.2316 0.3178 0.5335
C -0.5848 -0.9605 0.8951
S -1.4051 -2.3366 -0.0174
C -1.4279 -3.6325 1.2897
C -0.0350 -4.2001 1.5210
C -0.0856 -5.3009 2.5787
C -1.0512 -6.4042 2.1570
C -2.4436 -5.8284 1.9179
C -2.3931 -4.7288 0.8596
C 3.1190 3.0100 -0.3706
O 2.8252 3.5391 0.6741
N 4.3447 2.4320 -0.5494
C 4.8638 1.5250 -1.5039
N 3.9561 0.6687 -2.0152
O 6.0343 1.5545 -1.7888
H 1.1406 5.6775 -3.6188
H 1.5790 4.0437 -4.1237
H 0.2240 4.2948 -3.0147
H 1.7935 5.1664 -1.2877
H 4.0083 4.3014 -3.2159
H 3.5341 5.9773 -2.9333
H 4.2261 5.0272 -1.6221
H 2.4981 2.4114 -2.3843
H -4.0396 3.6465 -0.1373
H -5.9639 2.5105 0.9387
H -5.7404 0.2636 1.8731
H -3.5881 -0.9468 1.7758
H -0.7209 -1.1710 1.9559
H 0.4721 -0.9464 0.6377
H -1.7993 -3.1503 2.1998
H 0.6488 -3.4096 1.8379
H 0.3378 -4.6099 0.5799
H -0.4138 -4.8752 3.5304
H 0.9145 -5.7131 2.7245
H -1.0946 -7.1750 2.9288
H -0.6896 -6.8696 1.2375
H -3.1247 -6.6167 1.5928
H -2.8310 -5.4153 2.8526
H -3.3868 -4.3049 0.7029
H -2.0550 -5.1458 -0.0913
H 5.0218 2.6810 0.1640
H 3.0913 0.5022 -1.5073
H 4.3189 -0.0720 -2.5927
*
```

This record from the OMol25 dataset describes the molecule C22H28N2O5S. The level of theory is wB97M-V/def2-TZVPD.

Computed properties:
- HOMO energy: -0.32238 Eh
- Energy: -47321.174 eV
- Gap between HOMO and LUMO: 9.3073 eV

The geometry in ORCA input format:
```
! wB97M-V def2-TZVPD RIJCOSX def2/J DEFGRID3
* xyz 0 1
C -5.7577 -0.1849 -1.6791
C -5.4205 -1.0890 -0.4984
C -4.7997 -0.3360 0.6760
C -3.3793 0.1695 0.3840
C -2.9004 1.0425 1.5361
O -3.5409 1.2701 2.5363
N -1.6555 1.6006 1.3824
C -0.7527 1.3007 0.3387
C 0.3032 0.4297 0.5976
C 1.1026 -0.0279 -0.4227
S 2.3857 -1.2172 -0.0502
O 2.5830 -2.0608 -1.1892
O 2.1155 -1.8081 1.2252
N 3.7769 -0.3120 0.1285
C 3.8081 0.5676 1.2737
C 5.2540 1.0262 1.4816
O 5.7546 1.6532 0.3236
C 5.7203 0.7814 -0.7828
C 4.2898 0.3156 -1.0672
C 0.8997 0.3928 -1.7255
C -0.0897 1.3158 -1.9836
C -0.9229 1.7945 -0.9652
O -1.8650 2.6804 -1.3720
C -2.4270 3.6086 -0.4629
C -2.4167 -0.9777 0.1877
C -1.9761 -1.3330 -1.0804
C -1.0663 -2.3627 -1.2450
C -0.5899 -3.0539 -0.1450
C -1.0454 -2.7249 1.1203
C -1.9559 -1.6969 1.2849
H -6.2645 -0.7537 -2.4553
H -4.8618 0.2501 -2.1153
H -6.4140 0.6238 -1.3639
H -4.7391 -1.8786 -0.8227
H -6.3391 -1.5667 -0.1509
H -5.4275 0.5172 0.9414
H -4.7576 -0.9930 1.5463
H -3.3980 0.7770 -0.5255
H -1.2676 1.9811 2.2370
H 0.4572 0.0456 1.5939
H 3.4471 0.0004 2.1307
H 3.1647 1.4478 1.1118
H 5.3158 1.7662 2.2809
H 5.8736 0.1542 1.7339
H 6.1202 1.3442 -1.6275
H 6.3523 -0.0966 -0.5884
H 4.2683 -0.4290 -1.8619
H 3.6741 1.1840 -1.3519
H 1.5088 -0.0169 -2.5142
H -0.2636 1.6843 -2.9822
H -1.6667 4.0298 0.1977
H -3.2264 3.1694 0.1379
H -2.8432 4.4000 -1.0862
H -2.3357 -0.7913 -1.9440
H -0.7205 -2.6206 -2.2346
H 0.1371 -3.8397 -0.2726
H -0.6789 -3.2629 1.9807
H -2.3056 -1.4376 2.2747
*
```

This record from the OMol25 dataset describes the molecule C22H28N2O6. The level of theory is wB97M-V/def2-TZVPD.

Computed properties:
- HOMO energy: -0.29119 Eh
- Energy: -38533.631 eV
- Gap between HOMO and LUMO: 8.5830 eV

The geometry in ORCA input format:
```
! wB97M-V def2-TZVPD RIJCOSX def2/J DEFGRID3
* xyz 0 1
C 3.1426 4.5784 -0.8411
O 2.4951 3.3925 -1.2285
C 2.7364 2.2486 -0.5277
C 3.5739 2.1731 0.5812
C 3.7621 0.9508 1.2198
O 4.5614 0.7696 2.3062
C 5.2823 1.8649 2.8130
C 3.1070 -0.1844 0.7526
C 2.2557 -0.1003 -0.3382
C 1.5682 -1.3519 -0.7819
O 2.0583 -2.4589 -0.6405
N 0.3473 -1.1565 -1.3149
C -0.4797 -2.2234 -1.8179
C -1.2486 -1.7437 -3.0581
C -2.1080 -0.5635 -2.6461
O -1.6170 0.5138 -2.3497
N -3.4339 -0.7911 -2.6089
C -4.3499 0.1512 -2.0058
C -4.8914 -0.3762 -0.6676
C -3.7954 -0.9680 0.1795
C -3.8332 -2.2974 0.5633
C -2.8063 -2.8279 1.3199
C -1.7075 -2.0677 1.7084
O -0.8191 -2.7298 2.4971
C 0.5373 -2.3367 2.5701
C -1.6575 -0.7142 1.3136
O -0.5787 0.0353 1.7017
C -0.5073 1.3798 1.2954
C -2.7069 -0.1954 0.5669
C 2.0737 1.1136 -0.9865
H 2.8112 5.3382 -1.5471
H 2.8584 4.8821 0.1723
H 4.2318 4.4826 -0.9012
H 4.0802 3.0546 0.9374
H 5.8555 1.4762 3.6531
H 4.6163 2.6582 3.1696
H 5.9713 2.2753 2.0672
H 3.2663 -1.1292 1.2448
H -0.0373 -0.2250 -1.4087
H 0.1734 -3.0665 -2.0612
H -1.1925 -2.5482 -1.0467
H -1.8490 -2.5575 -3.4625
H -0.5340 -1.4122 -3.8132
H -3.7793 -1.7245 -2.7676
H -5.1764 0.3517 -2.6944
H -3.7820 1.0715 -1.8589
H -5.6468 -1.1417 -0.8570
H -5.3753 0.4500 -0.1423
H -4.6659 -2.9246 0.2802
H -2.8288 -3.8588 1.6361
H 1.0101 -3.0854 3.2050
H 1.0047 -2.3547 1.5842
H 0.6584 -1.3484 3.0146
H 0.4639 1.7331 1.6388
H -1.2990 1.9782 1.7597
H -0.5595 1.4845 0.2082
H -2.6861 0.8413 0.2741
H 1.4490 1.2146 -1.8594
*
```

This record from the OMol25 dataset describes the molecule C22H28N6O3 at a distorted geometry. The level of theory is wB97M-V/def2-TZVPD.

Computed properties:
- HOMO energy: -0.30408 Eh
- Energy: -38354.529 eV
- Gap between HOMO and LUMO: 8.6808 eV

The geometry in ORCA input format:
```
! wB97M-V def2-TZVPD RIJCOSX def2/J DEFGRID3
* xyz 0 1
C -5.2482 -1.9711 -2.0359
N -4.3311 -1.5223 -1.0003
C -3.0699 -1.1255 -1.4561
O -2.7912 -1.1560 -2.6409
C -2.2363 -0.7037 -0.3750
C -2.6728 -0.7113 0.9402
N -1.6976 -0.2759 1.7654
C -0.6743 0.0042 0.9744
C 0.6135 0.5461 1.4899
N 1.7575 -0.1350 0.9131
C 2.9976 0.5728 1.1920
C 4.2128 -0.3079 0.8812
C 3.8574 -1.3252 -0.2085
C 5.1140 -2.1101 -0.5697
N 5.8532 -1.5481 -1.5548
O 5.4549 -3.1264 -0.0108
C 2.7687 -2.2639 0.3247
C 1.8522 -1.5310 1.3094
N -0.9381 -0.2448 -0.3266
C -0.1008 -0.0214 -1.4758
C -0.4916 1.2807 -2.1952
C -0.3599 2.4460 -1.2596
C 0.8591 3.0966 -1.1115
C 1.0051 4.1204 -0.1925
C -0.0674 4.5023 0.5964
C -1.2873 3.8637 0.4529
C -1.4319 2.8433 -0.4706
N -3.9242 -1.1165 1.2845
C -4.3294 -1.1107 2.6729
C -4.7988 -1.5413 0.3079
O -5.9221 -1.9094 0.5802
H -4.8110 -2.8170 -2.5660
H -6.1826 -2.2596 -1.5627
H -5.4149 -1.1637 -2.7489
H 0.5825 0.4738 2.5898
H 0.6828 1.6064 1.2239
H 3.0050 1.4697 0.5628
H 3.0464 0.9007 2.2443
H 4.5248 -0.8577 1.7700
H 5.0498 0.3189 0.5687
H 3.4961 -0.7861 -1.0888
H 5.5729 -0.7093 -2.0292
H 6.7135 -1.9932 -1.8288
H 3.2514 -3.1072 0.8211
H 2.1872 -2.6522 -0.5121
H 0.8525 -1.9683 1.2862
H 2.2294 -1.6244 2.3402
H -0.2372 -0.8609 -2.1620
H 0.9314 0.0214 -1.1233
H 0.1651 1.4030 -3.0574
H -1.5173 1.1859 -2.5542
H 1.6982 2.7981 -1.7245
H 1.9571 4.6209 -0.0889
H 0.0466 5.2981 1.3172
H -2.1281 4.1606 1.0620
H -2.3882 2.3518 -0.5825
H -4.1951 -0.1115 3.0857
H -5.3756 -1.4059 2.7166
H -3.7159 -1.8112 3.2395
*
```